(1)
The following is a quantum chemistry calculation of a single C4H9BOS molecule in a non-equilibrium geometry, from the Open Molecules 2025 dataset.

Properties
- net charge = 0
- LUMO energy (alpha / beta) (eV) = -0.7528 / -1.3120
- Kohn-Sham gap (alpha / beta) (eV) = 7.24 / 5.60
- highest occupied orbital energy (alpha / beta) (eV) = -7.99 / -6.92

Each line ends with the Löwdin charge.
Atoms and positions in Å:
S1 -0.55228 0.28887 1.76136  0.987
O1 0.21987 0.50926 -1.49737  -0.185
C1 2.33836 1.48776 1.81151  -0.108
C2 -1.48543 -0.80405 0.52600  -0.415
C3 -0.65489 -1.58366 -0.40729  -0.260
C4 -0.17689 -0.73424 -1.69746  -0.475
B1 0.97218 0.89222 1.35849  -0.387
H1 0.72474 -1.32223 -2.22334  0.115
H2 2.70244 1.57183 2.88547  0.081
H3 3.21191 1.01081 1.32146  0.064
H4 -1.05008 -2.58705 -0.90899  0.154
H5 -2.26212 -0.24587 0.09674  0.064
H6 -0.93736 -1.00903 -2.50958  0.109
H7 0.20352 -1.87249 0.12516  0.063
H8 2.38362 2.60205 1.44131  0.104
H9 -1.92387 -1.46077 1.34636  0.089

---

(2)
The following is a quantum chemistry calculation of a molecular structure, C7H23NO3PW in a non-equilibrium geometry, from the Open Molecules 2025 dataset.

Properties
- net charge = +1
- LUMO energy (alpha / beta) (eV) = -3.9243 / -3.9365
- Kohn-Sham gap (alpha / beta) (eV) = 7.34 / 6.86
- highest occupied orbital energy (alpha / beta) (eV) = -11.27 / -10.79
- multiplicity = 3
- expectation value of S² = 2.015

Each line ends with the Löwdin charge.
Atoms and positions in Å:
W1 -0.26775 0.34871 -2.03175  0.848
P1 0.27774 0.02216 0.16373  0.627
O1 1.71137 0.39994 0.88504  -0.290
O2 -0.78121 0.35970 1.37629  -0.308
O3 0.27976 -1.66987 0.35771  -0.291
N1 1.26122 -0.56309 -3.28017  -0.053
C1 -0.75589 -2.12268 -0.59146  -0.321
C2 1.07008 2.73187 1.50593  -0.096
C3 -0.39090 -3.53743 -1.07145  -0.063
C4 0.47644 -0.86835 3.18544  -0.082
C5 -0.81071 -0.25659 2.70146  -0.233
C6 2.12055 1.79790 1.00227  -0.270
C7 -2.61077 1.93293 -1.99328  -0.111
H1 -1.48134 2.19830 -2.06226  -0.035
H2 0.35145 -1.18612 4.21313  0.087
H3 0.33896 3.00131 0.73739  0.065
H4 -1.71870 -2.10567 -0.05615  0.129
H5 0.72439 -1.75533 2.59734  0.073
H6 2.49081 2.16262 0.04417  0.107
H7 0.55166 2.32161 2.36582  0.073
H8 -1.10242 0.57839 3.34803  0.120
H9 -1.02500 -3.84497 -1.91309  0.084
H10 -3.00629 1.47356 -2.93422  0.029
H11 1.29803 -0.15731 3.16388  0.073
H12 -2.88318 1.29815 -1.13916  0.023
H13 -1.61655 -0.99216 2.68369  0.118
H14 2.96145 1.71449 1.72267  0.135
H15 -0.54453 -4.26005 -0.27138  0.087
H16 0.23637 1.69201 -1.08669  -0.049
H17 0.64252 -3.64006 -1.41831  0.078
H18 1.43897 -1.54824 -3.04689  0.077
H19 2.18394 -0.11229 -3.22735  0.088
H20 1.05466 -0.59060 -4.28177  0.083
H21 1.55614 3.65567 1.82412  0.093
H22 -3.14641 2.97736 -1.92287  0.090
H23 -0.88488 -1.45591 -1.54983  0.012

---

(3)
The following is a quantum chemistry calculation of 2 unconnected molecules or ions with the total composition C3H9NO2 in a non-equilibrium geometry, from the Open Molecules 2025 dataset.

Properties
- net charge = 0
- SMILES string = CCC(N)=O.O
- LUMO energy (eV) = 0.6760
- Kohn-Sham gap (eV) = 10.75
- highest occupied orbital energy (eV) = -10.07

Each line ends with the Löwdin charge.
Atoms and positions in Å:
O1 1.17533 -0.92190 0.05158  0.039
O2 2.83291 -2.29145 -1.90808  -0.106
N1 -1.09918 -0.79603 -0.29308  0.167
C1 0.07162 -0.38024 0.17852  -0.482
C2 -0.08954 0.99964 0.92352  -0.160
C3 -1.39378 1.60252 0.64996  -0.142
H1 0.85238 1.53765 0.81986  0.119
H2 -1.96151 -0.79719 0.21042  0.107
H3 3.81505 -2.08205 -1.93892  0.063
H4 -0.03934 0.72279 2.01009  0.129
H5 -1.61339 2.39431 1.30022  0.059
H6 -1.15436 -1.29467 -1.09523  0.078
H7 2.37311 -1.71215 -1.28692  -0.029
H8 -1.45613 1.98239 -0.36212  0.087
H9 -2.31318 1.03636 0.74020  0.069

---

(4)
The following is a quantum chemistry calculation of 10 unconnected molecules or ions with the total composition C32H46N2O24 in a non-equilibrium geometry, from the Open Molecules 2025 dataset.

Properties
- net charge = 0
- SMILES string = O=C1OCCO1.O=C1OCCO1.O=C1OCCO1.O=C1OCCO1.O=C1OCCO1.O=C1OCCO1.O=C1OCCO1.O=C1OCCO1.CCCC#N.CCCC#N
- LUMO energy (eV) = -0.2489
- Kohn-Sham gap (eV) = 9.66
- highest occupied orbital energy (eV) = -9.91

Each line ends with the Löwdin charge.
Atoms and positions in Å:
O1 0.50339 -5.01401 0.40602  0.132
O2 -3.01784 1.64225 -1.36193  0.170
O3 0.85986 -7.21123 0.79695  0.066
O4 6.50308 0.20440 0.29371  0.094
O5 -3.22905 2.34354 -3.49149  0.080
O6 -5.12426 -0.80936 0.54070  0.052
O7 1.49117 2.78260 4.38754  0.044
O8 -3.37448 -1.18475 1.91538  0.044
O9 -3.59232 4.85757 2.89176  0.173
O10 -2.47861 3.79972 1.50048  0.124
O11 5.61054 -5.14872 -2.05853  0.092
O12 -0.48197 -5.88220 2.16313  0.061
O13 -4.95035 0.21846 2.71284  0.143
O14 4.53201 -0.45637 1.16916  0.032
O15 -2.89340 5.83598 1.02243  0.103
O16 3.76788 -4.65086 -3.08198  0.080
O17 0.89351 1.02319 3.08285  0.201
O18 2.10894 3.95081 0.32005  0.069
O19 5.04391 -6.44749 -3.82243  0.062
O20 -4.23714 0.55437 -2.89947  0.090
O21 5.22520 1.70921 1.64528  0.053
O22 -0.27303 1.57396 4.85005  0.076
O23 3.30396 3.59344 -1.52126  0.164
O24 3.57176 5.37025 -0.26843  0.134
N1 2.76142 -0.81009 -0.97809  0.190
N2 -1.82420 -2.45775 -2.14710  0.191
C1 5.51268 0.47348 1.01348  -0.436
C2 -0.29854 0.16020 0.36984  -0.105
C3 5.13543 -4.05879 -1.31955  -0.114
C4 -1.23429 -4.21095 -5.38500  -0.135
C5 -2.83762 2.76563 2.49477  -0.031
C6 -0.27215 -3.12504 -5.19084  -0.254
C7 4.81405 -5.49867 -3.00029  -0.545
C8 0.69401 1.73416 3.97164  -0.574
C9 3.01269 5.95412 0.78362  -0.165
C10 0.29308 1.40711 -0.31511  -0.244
C11 -1.39878 -2.20325 -3.19000  -0.207
C12 3.04108 4.24809 -0.55679  -0.635
C13 -0.68237 -4.48823 2.36494  -0.117
C14 4.02786 -3.57425 -2.18612  -0.152
C15 -3.46694 -2.24716 0.98612  -0.138
C16 -4.37528 -1.74268 -0.09810  -0.209
C17 -0.37584 2.61625 5.79534  -0.095
C18 -2.95558 4.89821 1.82562  -0.728
C19 0.30889 -6.07783 1.03902  -0.533
C20 0.89897 3.43066 5.48715  -0.116
C21 -0.17648 -3.96451 1.05880  -0.118
C22 -3.46273 1.50401 -2.45945  -0.577
C23 1.86815 5.05694 1.18195  -0.087
C24 2.01473 0.05416 -1.25379  -0.153
C25 4.02986 1.48943 2.37346  -0.132
C26 -4.40965 0.56561 -4.29505  -0.109
C27 -3.70056 1.85175 -4.69774  -0.145
C28 -4.49069 -0.41245 1.78920  -0.427
C29 1.00681 1.11331 -1.65160  -0.121
C30 3.45907 0.08957 1.91045  -0.143
C31 -0.82778 -1.85672 -4.48482  -0.149
C32 -3.60095 3.64067 3.39703  -0.180
H1 -0.43455 -3.99527 3.30499  0.137
H2 -3.90330 -0.19054 -4.89501  0.117
H3 3.73724 6.21586 1.55474  0.144
H4 4.23959 1.34289 3.43301  0.121
H5 3.19400 -3.35808 -1.51825  0.101
H6 0.96657 1.74631 0.47194  0.081
H7 -0.40531 2.33602 6.84829  0.135
H8 -0.94185 -3.56390 0.39410  0.095
H9 4.30390 -2.60743 -2.60704  0.123
H10 0.22503 -2.84066 -6.11823  0.116
H11 0.56265 4.41860 5.17258  0.130
H12 0.89745 5.44728 0.87620  0.133
H13 -1.76020 -4.32609 2.35554  0.110
H14 6.07016 -3.51746 -1.17346  0.148
H15 -3.45200 2.12193 1.86526  0.118
H16 -3.27627 3.53539 4.43221  0.132
H17 -1.00123 0.55067 1.10595  0.058
H18 2.50544 6.84695 0.41802  0.140
H19 0.55501 -3.64069 -4.70297  0.116
H20 -0.22493 -0.96170 -4.33120  0.113
H21 0.49252 -3.10789 1.14086  0.133
H22 3.15597 -0.35487 2.85845  0.118
H23 1.69492 4.93718 2.25141  0.124
H24 -1.99759 2.17583 2.86164  0.124
H25 3.18168 2.17159 2.31546  0.100
H26 -0.87677 -0.45286 -0.32146  0.060
H27 -2.42720 -2.39269 0.69310  0.086
H28 -0.52974 2.10188 -0.48350  0.102
H29 1.38236 1.99741 -2.16679  0.105
H30 0.32804 0.62637 -2.35179  0.093
H31 1.53496 3.38684 6.37128  0.135
H32 -3.85352 -1.45307 -1.01023  0.087
H33 -4.88691 -2.62104 -0.49156  0.136
H34 -4.59125 3.19171 3.32064  0.147
H35 -2.15551 -3.80710 -5.80495  0.075
H36 2.51474 0.16823 1.37179  0.065
H37 -0.93698 -4.97880 -6.09923  0.085
H38 -5.45950 0.55223 -4.58784  0.136
H39 -4.49686 2.48883 -5.08262  0.129
H40 -1.68518 -1.46612 -5.03291  0.104
H41 4.66697 -4.34879 -0.37905  0.134
H42 -1.27691 3.17505 5.54254  0.111
H43 -3.78463 -3.16518 1.48051  0.133
H44 0.48793 -0.32974 0.94388  0.047
H45 -2.97401 1.75969 -5.50506  0.133
H46 -1.61601 -4.79439 -4.54715  0.083